Formula: C84H188O30
Source: the Open Molecules 2025 dataset
Level of theory: the ωB97M-V functional and the def2-TZVPD basis

XYZ file:
```
302
Properties=species:S:1:pos:R:3:forces:R:3:mulliken_charge:R:1
C -7.365450 -4.551574 6.295002 0.665 0.238 -0.144 -1.239
C -6.215178 -5.169788 5.484767 0.926 0.054 0.198 -0.594
C -5.110095 -4.127489 5.075323 -1.899 -0.499 0.129 -0.281
C -3.968614 -4.720063 4.275595 0.090 0.394 1.312 -0.429
C -2.785163 -3.755800 4.200738 0.512 0.594 -1.071 -0.724
C -3.273467 -2.506950 3.505299 -0.913 1.062 -0.407 -0.049
H -7.873438 -3.822513 5.663711 -0.231 0.029 0.129 0.306
H -6.948622 -4.020465 7.150735 0.076 0.225 0.014 0.274
H -8.089666 -5.235708 6.737239 0.045 -0.275 -0.432 0.395
H -5.681268 -5.926996 6.058931 -0.152 -0.188 0.315 0.365
H -6.574470 -5.710893 4.609428 -0.142 0.172 -0.210 0.352
H -4.748567 -3.661960 5.992211 0.046 0.179 0.011 0.004
H -5.636830 -3.396283 4.462146 0.129 0.451 0.182 0.443
H -3.704453 -5.621388 4.828699 0.241 -0.428 -0.590 0.492
H -4.375273 -4.884461 3.277739 0.455 -0.594 -0.050 -0.186
H -2.369229 -3.366456 5.129993 -0.211 -0.718 0.554 0.508
H -1.938476 -4.181142 3.661936 0.002 -0.294 -0.078 0.411
H -3.933738 -2.005154 4.212647 -0.116 0.238 -0.228 -0.039
H -2.613440 -1.714055 3.153485 0.713 -0.329 0.443 -0.218
H -3.869512 -2.708878 2.615328 -0.228 -0.376 -0.107 0.150
C -4.891836 2.130656 2.184098 -0.435 0.671 0.001 -1.385
C -3.433765 2.475303 2.277484 0.028 -0.406 1.150 1.475
C -3.047205 3.804130 3.001766 0.803 -0.963 -1.008 -0.270
C -1.509471 3.934394 2.813808 -1.000 -0.243 0.021 2.057
C -0.815152 4.672581 3.896590 -0.082 2.062 0.447 -0.820
C -1.110180 6.227701 3.949558 0.250 -1.296 1.059 -1.263
H -5.371831 2.914595 1.598310 -0.560 -0.267 -0.079 0.369
H -5.302494 2.088889 3.192914 -0.260 0.243 0.041 -0.112
H -5.067492 1.136690 1.772657 0.055 0.082 -0.318 0.248
H -3.102155 1.755715 3.026040 0.715 -0.404 -0.229 0.083
H -2.927135 2.231643 1.343642 0.133 0.631 -0.066 -0.700
H -3.311393 3.579955 4.035232 0.197 0.359 0.351 0.360
H -3.540457 4.731634 2.710998 -0.190 -0.243 -0.336 -0.169
H -1.089419 2.928612 2.821808 0.029 -0.221 -0.226 -0.924
H -1.280790 4.391290 1.850975 -0.180 -0.086 -0.210 -0.445
H -1.092973 4.204647 4.841032 0.397 0.068 0.266 0.405
H 0.258598 4.634207 3.713063 0.151 -0.383 0.328 0.252
H -1.075317 6.615993 2.931663 0.036 0.341 0.298 0.108
H -1.987682 6.533238 4.519406 -0.806 -0.406 -0.716 0.364
H -0.389493 6.660547 4.643356 0.733 0.260 -0.634 0.459
C 0.490215 -0.285553 5.338601 -0.757 -0.689 0.213 -0.819
C 1.362007 0.899115 5.378628 2.249 1.037 -0.274 0.079
C 2.817575 0.603035 5.938221 -1.428 0.371 -0.205 -1.142
C 3.438660 -0.655223 5.356703 -0.781 -1.783 0.507 0.128
C 4.936221 -0.736549 5.450858 1.225 1.193 -0.387 0.105
C 5.645058 -1.953087 4.892891 -1.015 -0.897 -0.233 -0.636
H 0.183657 -0.569930 6.345211 -0.240 -0.096 0.078 0.463
H 0.995945 -1.152862 4.914215 -0.229 0.029 -0.258 0.169
H -0.376157 0.001067 4.742497 -0.287 -0.529 0.090 0.021
H 1.451759 1.287800 4.364246 0.253 -0.070 -0.278 -0.164
H 0.872727 1.722413 5.899087 0.157 -0.017 0.426 0.484
H 2.697547 0.505299 7.017180 0.249 -0.151 0.189 0.400
H 3.478887 1.456980 5.791452 -0.050 0.138 -0.192 0.442
H 3.030856 -1.533200 5.857641 -0.102 -0.108 0.821 0.413
H 3.040825 -0.953929 4.386857 0.420 0.882 -0.832 -0.268
H 5.272172 0.130850 4.882657 0.412 0.189 0.178 -0.297
H 5.276565 -0.589054 6.475799 -0.175 0.208 0.191 0.339
H 5.442375 -2.819557 5.522381 -0.050 -0.224 0.048 0.338
H 5.201911 -2.181299 3.923537 0.124 -0.135 -0.234 -0.075
H 6.726023 -1.953285 4.752837 -0.059 0.687 0.157 0.040
C -1.371044 5.083357 -5.199605 0.446 -0.456 -0.370 -1.640
C -0.963335 3.655715 -4.776594 -0.558 0.975 0.239 1.813
C 0.064179 2.973717 -5.651384 0.081 -1.094 -1.057 -1.445
C 0.632230 1.676978 -4.999844 0.715 1.402 0.070 0.620
C 1.703906 0.836985 -5.746122 -1.453 -0.676 -0.444 -0.553
C 2.146720 -0.341798 -4.917125 1.164 0.181 -0.148 -0.973
H -0.537126 5.776453 -5.088686 -0.061 0.055 -0.064 0.347
H -2.213588 5.497472 -4.645765 0.088 -0.170 0.239 0.107
H -1.674547 5.072915 -6.246442 0.037 0.082 -0.200 0.518
H -0.597343 3.714595 -3.751567 0.050 -0.164 0.207 -0.338
H -1.885865 3.075873 -4.747853 0.115 -0.375 0.121 -0.327
H 0.837541 3.631653 -6.047804 0.484 0.308 0.762 0.380
H -0.388908 2.721390 -6.610107 -0.533 -0.347 -0.118 0.414
H 1.076999 2.045549 -4.075488 0.517 0.012 0.280 0.147
H -0.195660 1.113393 -4.569646 0.028 -0.412 -0.692 -0.397
H 1.255348 0.268306 -6.560677 -0.413 0.736 -0.726 0.223
H 2.563111 1.341344 -6.188254 -0.182 0.627 0.353 0.380
H 3.002395 -0.816086 -5.397719 0.083 -0.122 -0.160 0.465
H 2.545737 0.025759 -3.971722 -0.564 -0.596 0.560 0.327
H 1.355682 -1.090790 -4.954323 0.008 0.031 1.005 0.012
C -1.652625 -0.346240 -3.211856 -0.504 0.022 -0.701 -1.493
O -1.897518 1.068880 -2.930146 -0.227 -1.683 0.592 -0.189
C -2.311053 1.390767 -1.571733 1.630 -0.342 -0.124 0.658
C -1.047431 1.325411 -0.658246 -0.403 -1.054 -0.289 0.420
O -0.612281 -0.020836 -0.592971 0.989 -1.609 -1.127 0.152
C -0.966181 -0.936805 0.415481 0.000 2.877 1.739 -0.589
C -0.316288 -0.517296 1.815898 -1.304 0.591 -1.620 -1.009
O 0.945814 0.110913 1.655727 -0.725 -1.213 0.208 0.740
C 1.887263 -0.847471 1.216666 0.842 0.165 1.525 -0.809
H -2.021828 -0.599593 -4.205634 -0.373 0.645 -0.379 0.645
H -2.170862 -1.090573 -2.607288 -0.115 0.519 0.727 0.343
H -0.618446 -0.677203 -3.306986 0.367 0.661 0.718 0.267
H -3.023282 0.656187 -1.195952 -0.361 0.061 -0.122 -0.635
H -2.729135 2.394779 -1.644334 -0.102 -0.080 0.202 0.381
H -1.109333 1.659100 0.377572 -0.359 0.795 -0.206 -0.596
H -0.236634 1.779375 -1.228006 -0.043 0.573 0.332 0.042
H -0.712012 -1.957035 0.128034 -0.128 0.224 -0.218 0.368
H -2.008909 -0.764804 0.682385 -0.635 -0.886 -0.344 0.087
H -0.555077 -1.409678 2.394456 1.617 -0.552 0.684 0.682
H -0.942001 0.199983 2.347035 -0.091 0.492 -0.440 -0.285
H 2.046223 -1.500204 2.075023 -0.135 -0.806 -0.092 0.188
H 2.859155 -0.355322 1.180489 -0.088 0.203 -0.825 0.290
H 1.606246 -1.419766 0.332582 0.052 0.304 -0.139 -0.017
C -9.147239 -4.312719 -2.579070 -1.714 -0.071 0.782 -0.723
O -8.339144 -4.181878 -3.684077 1.451 0.207 -1.121 -0.434
C -7.040486 -3.582779 -3.400346 -0.182 -0.632 -1.058 0.280
C -6.159382 -3.496482 -4.694886 -0.274 0.209 -0.152 -0.939
O -5.114980 -2.515546 -4.600222 -1.232 0.248 -0.826 0.226
C -4.534316 -2.195202 -5.875724 1.815 -0.909 0.771 -0.155
C -3.768641 -3.344959 -6.658826 0.088 0.050 1.396 -0.910
O -2.556717 -3.849708 -6.034370 0.048 1.436 -0.193 -0.288
C -2.713741 -4.808154 -4.999719 -1.586 -0.172 -0.461 -0.563
H -10.169510 -4.574225 -2.852366 0.158 -0.809 -0.856 0.331
H -9.472031 -3.398078 -2.083047 1.139 0.726 0.420 0.238
H -8.832898 -5.068081 -1.858856 0.381 0.079 0.164 0.301
H -6.489990 -4.242506 -2.729670 -0.159 0.324 0.698 0.221
H -7.298093 -2.592308 -3.025219 0.798 0.045 0.149 -0.144
H -6.849493 -3.293726 -5.513868 -0.036 0.319 -0.238 0.385
H -5.587906 -4.378157 -4.984994 -0.757 -0.797 0.501 0.335
H -3.822463 -1.443538 -5.534604 0.591 -0.206 -0.425 -0.150
H -5.093784 -1.648028 -6.634463 -1.188 -0.282 0.246 0.496
H -3.563285 -2.880228 -7.623160 0.804 -0.017 0.094 0.399
H -4.347540 -4.227744 -6.930241 -0.650 0.024 0.275 0.428
H -3.308561 -5.603702 -5.448504 0.405 -0.850 0.045 0.402
H -3.360866 -4.517793 -4.172066 0.107 0.803 0.191 0.098
H -1.774013 -5.142931 -4.560475 0.138 0.146 -0.605 0.207
C 9.536201 1.577397 -4.044268 1.118 0.183 -0.025 -0.676
O 8.779471 2.750240 -3.944931 -1.838 0.025 0.176 -0.408
C 7.438266 2.598028 -3.410887 -0.092 1.104 0.281 -0.419
C 7.464287 3.175901 -1.965918 1.564 -1.001 0.446 -0.602
O 6.371138 2.945811 -1.113912 -1.134 0.625 -1.374 -0.148
C 5.320490 3.900512 -1.408141 -0.686 -0.834 2.099 -0.890
C 3.992374 3.459894 -0.620379 1.328 0.169 -1.217 -0.059
O 4.141990 3.516544 0.778616 2.249 0.743 -1.380 -0.415
C 3.107027 3.194136 1.622929 -1.117 0.783 -0.218 -0.367
H 9.677181 1.217839 -5.063549 -0.939 -0.307 -0.285 0.270
H 9.199821 0.805447 -3.352129 0.081 -0.125 -0.123 0.333
H 10.567719 1.864760 -3.840591 0.104 -0.058 0.692 0.239
H 6.998451 1.600978 -3.434387 0.748 -0.517 0.305 0.364
H 6.715668 3.123179 -4.035534 0.348 0.547 -0.266 0.293
H 7.841048 4.194822 -1.876666 -0.584 0.602 -0.721 0.358
H 8.318184 2.690759 -1.493053 -0.007 -0.616 0.120 0.292
H 5.091169 4.056551 -2.462261 -0.106 -0.792 -0.283 0.429
H 5.709529 4.877047 -1.119814 -0.294 0.234 0.579 0.389
H 3.724367 2.459626 -0.960562 0.291 -0.521 0.164 0.302
H 3.205804 4.047755 -1.093487 -0.431 0.757 0.667 0.067
H 2.436533 4.052366 1.667478 -0.648 0.066 -0.056 0.328
H 3.500874 3.146159 2.638151 0.074 -0.746 -0.116 0.302
H 2.554410 2.338422 1.235003 -0.102 -0.391 0.587 0.037
C -5.725161 -5.078317 0.622954 1.852 0.230 -0.243 -0.223
O -4.653148 -6.071641 0.410044 -1.322 0.299 0.137 -0.500
C -3.290434 -5.604017 0.416310 -1.213 0.149 -0.970 0.361
C -2.424760 -6.608574 -0.371692 0.353 1.020 0.389 -0.841
O -1.131392 -5.953541 -0.519975 -0.479 -0.087 -0.054 -0.072
C -0.106493 -6.729526 -1.161033 -0.882 -0.910 0.898 -0.670
C 1.227003 -6.050393 -1.414891 -1.467 1.309 -1.215 -0.553
O 1.120630 -5.005387 -2.443223 0.354 -1.450 0.277 -0.402
C 0.796259 -3.763479 -1.883639 -0.940 -0.095 0.254 -0.178
H -6.735876 -5.476066 0.531543 0.446 -0.680 0.210 0.382
H -5.678959 -4.258213 -0.093560 0.324 -0.102 -0.577 -0.064
H -5.582467 -4.543240 1.561800 -0.165 -0.390 0.429 0.087
H -2.960120 -5.435516 1.441299 0.267 -0.038 -0.024 0.002
H -3.281384 -4.678610 -0.159570 0.318 0.379 0.183 0.173
H -2.881214 -6.804660 -1.341902 0.004 0.181 -0.205 0.332
H -2.439120 -7.558679 0.162332 0.689 -0.161 0.152 0.295
H -0.534142 -7.214860 -2.038344 0.167 0.178 -0.414 0.373
H 0.106156 -7.524844 -0.446649 0.294 -0.492 -0.006 0.366
H 1.893967 -6.807074 -1.828045 0.117 0.103 0.236 0.360
H 1.567523 -5.637582 -0.465297 0.428 0.091 -0.073 0.310
H 0.426420 -3.047271 -2.617375 0.858 -0.029 -0.563 0.040
H 1.665809 -3.425176 -1.320133 -0.278 0.573 0.227 0.349
H -0.123349 -3.883852 -1.310993 0.240 0.047 0.898 0.018
C 6.789172 1.541068 3.238983 -0.447 2.132 -1.264 -0.661
O 7.883885 0.849696 3.638274 2.178 -2.240 0.273 -0.380
C 8.477640 -0.011243 2.623718 -1.229 0.109 0.838 -0.249
C 9.752082 -0.550631 3.186837 0.376 0.127 1.212 -0.243
O 10.314319 -1.507569 2.329178 0.831 -0.310 -0.871 -0.302
C 11.246302 -2.413390 2.918125 -0.867 -1.231 0.776 -0.176
C 11.264052 -3.792754 2.171882 0.346 1.162 -0.546 -0.673
O 11.804188 -4.894454 2.842752 -0.383 -1.192 0.914 -0.340
C 13.228933 -5.053093 2.849992 -1.238 0.474 0.689 -0.712
H 5.870334 0.994875 3.025620 -0.007 -0.379 0.155 0.117
H 7.075400 2.093274 2.343867 -0.420 0.102 -0.620 0.407
H 6.620288 2.353074 3.946244 -0.331 -0.319 0.402 0.357
H 8.596134 0.521460 1.680166 0.052 0.107 -0.047 0.363
H 7.845984 -0.889845 2.492671 -0.439 0.067 -0.410 0.114
H 9.525014 -1.019239 4.144405 -0.287 -0.246 0.224 0.105
H 10.381557 0.287922 3.484645 0.673 0.079 -0.470 0.250
H 10.823279 -2.680633 3.886498 0.294 0.132 0.568 0.181
H 12.264469 -2.045886 3.046087 -0.058 0.507 -0.107 0.317
H 11.849014 -3.639839 1.264940 -0.383 -0.077 -0.582 0.499
H 10.218101 -4.042104 1.993233 0.106 0.006 -0.410 0.223
H 13.504005 -4.241430 3.523524 1.405 0.411 -0.913 0.314
H 13.559214 -5.202928 1.822098 0.581 0.936 0.012 0.278
H 13.572375 -5.939861 3.382706 -0.827 -0.339 0.073 0.242
C 5.697389 -4.707092 1.160110 0.724 -0.881 0.070 -0.544
O 4.779177 -5.615652 1.793888 -0.134 0.920 -1.225 -0.450
C 4.634350 -5.245516 3.135046 1.387 -1.872 0.858 -0.080
C 5.921432 -5.697918 3.965890 -0.415 1.390 0.327 -0.773
O 7.000245 -4.774363 3.729467 -2.572 0.019 0.172 0.030
C 8.137934 -5.029335 4.449749 1.294 1.090 -0.018 -0.534
C 8.361234 -4.347580 5.812892 -0.729 -0.701 0.085 -0.543
O 7.443191 -4.907376 6.747583 -0.381 0.311 0.639 -0.304
C 7.664621 -4.587186 8.138530 0.668 0.081 -1.204 -0.837
H 5.745836 -4.819623 0.077008 -0.589 -0.316 0.046 0.377
H 6.680525 -4.979959 1.543633 0.157 0.446 -0.182 0.151
H 5.507375 -3.658853 1.390718 -0.244 0.045 0.174 0.194
H 3.799932 -5.827122 3.526947 -0.090 0.007 0.037 0.357
H 4.375083 -4.188131 3.188224 0.404 0.138 0.503 -0.062
H 6.334213 -6.693818 3.804975 -0.516 -0.366 -1.065 0.523
H 5.724664 -5.771761 5.035444 -0.441 0.644 0.262 0.399
H 8.817740 -4.553436 3.743003 1.223 -0.433 0.484 0.030
H 8.303049 -6.102695 4.543267 0.278 -0.160 0.057 0.457
H 8.273372 -3.261232 5.798132 -0.233 0.174 -0.268 0.198
H 9.396942 -4.560820 6.077348 0.272 -0.219 0.238 0.601
H 6.823401 -4.920446 8.746307 0.181 -0.367 -0.275 0.243
H 7.785053 -3.521424 8.332784 -0.134 0.325 -0.339 0.304
H 8.623195 -5.040470 8.391061 -0.099 -0.271 0.590 0.332
O -5.865119 2.392827 -2.692956 1.135 -5.050 -0.296 -0.796
C -5.574266 1.206062 -3.070232 -1.747 3.618 2.033 0.689
O -5.780402 0.010399 -2.382950 1.225 1.245 -3.903 0.018
C -6.089836 -0.111916 -1.071454 -1.071 -0.938 2.094 0.459
C -6.966570 -1.306606 -0.721414 -1.316 -0.076 -0.969 -1.304
C -5.199153 0.986103 -4.475434 -0.939 -1.430 -1.509 -0.117
H -6.842781 0.635815 -0.822301 1.225 1.082 0.765 0.302
H -5.174567 -0.313781 -0.515005 0.120 1.279 0.471 -0.092
H -7.243587 -1.147858 0.320774 0.136 -0.400 0.104 0.455
H -6.730342 -2.344419 -0.956432 0.846 0.219 0.317 -0.136
H -7.881601 -1.147101 -1.291824 -0.422 -0.074 0.055 0.492
H -5.794047 0.139352 -4.817792 -0.104 -0.489 0.235 0.034
H -4.200192 0.649306 -4.752465 0.240 0.649 0.531 0.135
H -5.628350 1.755115 -5.117708 0.786 0.448 0.345 -0.055
O -1.297337 7.858045 -3.767152 0.926 1.283 3.239 -0.501
C -1.046814 8.566889 -2.774485 1.422 -1.821 -2.518 0.757
O -0.164209 8.226020 -1.733446 -1.858 1.538 -1.138 -0.315
C 0.609929 7.055151 -1.739592 0.783 -1.493 -0.410 -0.636
C -0.098737 5.811628 -1.293174 -1.591 -0.080 0.228 0.839
C -1.595627 9.978257 -2.722431 0.512 -1.070 0.655 -0.984
H 1.431965 7.198140 -1.038228 0.016 0.550 -0.089 0.301
H 1.049403 6.815627 -2.707882 -0.066 0.598 -0.343 0.350
H -0.497433 5.935292 -0.286273 0.418 -0.274 0.327 -0.037
H 0.505275 4.912244 -1.413127 0.198 0.144 0.286 0.159
H -1.014602 5.633614 -1.856733 0.090 0.051 -0.464 -0.709
H -2.627743 9.731447 -2.473600 -0.279 0.919 0.115 0.204
H -1.511389 10.427308 -3.712060 -0.184 -0.248 0.084 0.342
H -1.064147 10.591763 -1.994948 -0.419 -0.079 0.142 0.275
O 0.875086 -2.075820 -10.131430 0.831 -0.715 1.756 -0.577
C 1.879837 -2.092381 -9.428754 -0.315 1.138 -2.806 0.728
O 2.077048 -2.691058 -8.256958 -0.323 -0.133 0.124 -0.310
C 1.121268 -3.651817 -7.741794 -0.791 -0.064 -0.231 -0.038
C 1.382576 -5.031199 -8.329283 -0.288 -0.574 0.167 -1.271
C 3.138932 -1.322311 -9.919020 -0.752 -0.153 1.307 -0.893
H 0.074681 -3.391543 -7.899956 0.080 0.450 -0.890 0.240
H 1.124422 -3.536187 -6.657945 0.934 -0.523 0.055 0.305
H 1.144716 -5.133989 -9.388040 0.313 0.756 -0.231 0.349
H 0.679376 -5.770558 -7.945955 -0.004 0.098 0.672 0.373
H 2.387387 -5.418888 -8.161510 0.028 0.216 0.085 0.313
H 3.319582 -0.593581 -9.128818 0.499 -0.052 0.151 0.223
H 2.978449 -0.723462 -10.815532 -0.291 -0.601 -0.071 0.320
H 3.981120 -2.009420 -10.000888 0.022 0.187 -0.013 0.251
O -6.134366 6.648911 -3.780217 -0.259 -1.201 -1.894 -0.547
C -6.585359 6.591405 -4.926079 0.544 2.182 2.977 0.754
O -6.542160 5.593157 -5.774152 -0.801 0.562 0.017 -0.326
C -5.776407 4.440411 -5.575756 2.230 0.091 0.436 0.896
C -5.658024 3.826500 -6.920146 0.317 -2.178 -0.828 -1.485
C -7.287942 7.809245 -5.461674 -1.402 -0.518 -2.031 -1.115
H -5.957541 3.820322 -4.697811 -1.550 -0.241 -0.296 0.169
H -4.751991 4.642925 -5.263239 0.327 1.202 -0.181 -0.314
H -5.434868 4.427547 -7.801643 -0.253 0.825 0.553 0.387
H -6.503260 3.194515 -7.192657 -0.163 0.008 0.013 0.345
H -4.779925 3.181405 -6.890281 -0.029 -0.431 0.049 0.373
H -8.240408 8.015026 -4.973242 0.463 0.158 0.813 0.297
H -7.679669 7.548139 -6.444775 0.218 -0.059 -0.392 0.339
H -6.713922 8.716677 -5.649185 0.302 -0.259 0.718 0.294
O -3.782827 0.394745 5.229746 -0.274 -0.181 4.229 -0.407
C -4.007675 0.240336 6.461459 -1.261 0.583 -3.219 0.582
O -4.853754 1.068782 7.168128 2.188 -2.854 -0.023 -0.349
C -5.336591 2.290619 6.720676 -1.079 1.136 0.058 0.330
C -4.607733 3.370120 7.501692 -0.231 0.739 0.082 -1.216
C -3.681604 -1.057677 7.233097 -0.077 1.725 -0.513 -0.643
H -6.382339 2.208742 7.017005 -0.170 0.555 0.118 0.283
H -5.388755 2.430592 5.640953 0.727 -0.210 -0.081 -0.175
H -4.996050 4.380283 7.371803 -0.210 -0.022 -0.600 0.407
H -3.547565 3.417015 7.252798 0.017 -0.209 0.058 0.225
H -4.747859 3.237608 8.574497 0.277 -0.499 0.013 0.371
H -4.580583 -1.659599 7.100346 0.285 -0.360 -0.207 0.046
H -3.568057 -0.902305 8.305972 0.156 0.163 -0.148 0.467
H -2.774115 -1.431922 6.759265 -0.293 -0.465 0.190 0.099
O -3.127794 5.470756 0.376568 -0.128 0.229 0.646 -0.304
C -3.639924 6.345286 -0.295220 1.565 -3.421 -1.186 0.407
O -3.729286 7.567607 0.030989 -1.016 2.251 0.212 -0.353
C -3.092155 8.137364 1.151423 0.409 1.704 0.182 0.164
C -4.011222 8.333042 2.307215 -1.228 -1.126 0.627 -1.250
C -4.025017 6.078980 -1.706908 -1.045 0.029 -0.357 -0.221
H -2.944980 9.113746 0.689782 1.011 0.244 0.583 0.296
H -2.177500 7.643976 1.480186 -0.021 -0.121 -0.606 0.022
H -4.250156 7.351147 2.715727 -0.103 -0.180 0.114 0.204
H -4.961866 8.739055 1.961495 0.051 0.279 0.086 0.363
H -3.638943 8.896895 3.162548 0.329 0.270 -0.419 0.373
H -4.300044 6.974690 -2.263831 0.292 -0.100 0.055 0.286
H -4.924656 5.463560 -1.703469 0.020 -0.183 -0.078 0.365
H -3.238149 5.505235 -2.196539 -0.024 0.125 0.033 -0.449
```
Positions in Å, forces in eV/Å.

Properties
HOMO-LUMO gap   9.40 eV
Total charge   0
Largest force on an atom   5.2 eV Å⁻¹